(A)
Formula: C17H27NO2
Source: OMol25
Level of theory: ωB97M-V with the def2-TZVPD basis set

Atoms and positions in Å:
1 C 1.3189 -2.8037 1.2349
2 C -0.1995 -2.9181 1.2938
3 C -0.8783 -1.7701 0.5517
4 C -2.4021 -1.8720 0.5911
5 C -3.0885 -0.6927 -0.1019
6 C -3.0500 0.5786 0.7456
7 C -3.5262 1.8327 0.0109
8 C -2.5779 2.2819 -1.1102
9 C -1.1731 2.4487 -0.5507
10 O -0.8778 3.3518 0.2016
11 N -0.3165 1.4718 -0.9553
12 C 1.0065 1.2383 -0.5714
13 C 1.6600 1.9595 0.4117
14 C 2.9713 1.6597 0.7681
15 C 3.6167 0.6213 0.1212
16 C 2.9784 -0.1118 -0.8702
17 C 1.6772 0.1858 -1.2257
18 O 0.9483 -0.4757 -2.1909
19 C 1.5741 -1.5174 -2.8959
20 H 1.8658 -2.3363 -2.2302
21 H 2.4541 -1.1620 -3.4408
22 H 0.8331 -1.8806 -3.6071
23 H 3.5142 -0.9129 -1.3542
24 H 4.6339 0.3698 0.3832
25 C 3.6516 2.4638 1.8340
26 H 3.0698 2.4443 2.7541
27 H 4.6462 2.0765 2.0400
28 H 3.7402 3.5034 1.5215
29 H 1.1373 2.7655 0.8996
30 H -0.6526 0.7856 -1.6164
31 H -2.5920 1.5723 -1.9374
32 H -2.9129 3.2521 -1.4808
33 H -3.5982 2.6466 0.7347
34 H -4.5203 1.6623 -0.4087
35 H -3.6861 0.4282 1.6214
36 H -2.0367 0.7529 1.1096
37 H -4.1320 -0.9475 -0.3037
38 H -2.6014 -0.5254 -1.0639
39 H -2.7378 -1.9248 1.6294
40 H -2.7034 -2.8013 0.1008
41 H -0.5479 -1.7707 -0.4893
42 H -0.5546 -0.8287 0.9994
43 H -0.5222 -2.9124 2.3373
44 H -0.5112 -3.8704 0.8573
45 H 1.6659 -2.8589 0.2054
46 H 1.7885 -3.6075 1.7972
47 H 1.6473 -1.8526 1.6490

Its HOMO energy is -8.07 eV. The LUMO energy comes out at 0.73 eV.

=====

(B)
Formula: C17H27NO2
Source: OMol25
Level of theory: ωB97M-V with the def2-TZVPD basis set

Atoms and positions in Å:
1 C 3.8126 -0.6438 -1.5622
2 C 2.7800 -1.2993 -0.6965
3 C 2.4464 -2.6331 -0.9002
4 C 1.4930 -3.2437 -0.1121
5 C 0.8507 -2.5324 0.8863
6 C 1.1628 -1.1948 1.0948
7 C 2.1394 -0.5705 0.3028
8 C 2.4836 0.8703 0.5391
9 H 1.8016 1.3040 1.2635
10 H 3.5000 0.9598 0.9228
11 H 2.4284 1.4369 -0.3898
12 O 0.5702 -0.4174 2.0473
13 C -0.6020 -0.8785 2.6822
14 C -1.2995 0.3313 3.3021
15 C -1.7523 1.3290 2.2352
16 C -3.0040 0.8857 1.4783
17 C -3.1302 1.6411 0.1537
18 N -1.9619 1.4299 -0.6832
19 C -1.7533 2.4842 -1.6578
20 C -0.4174 2.2433 -2.3615
21 H -0.2437 2.9965 -3.1324
22 O -0.3945 0.9959 -3.0123
23 C -0.6354 -0.0413 -2.0886
24 C -1.9685 0.1490 -1.3663
25 H -2.0901 -0.6533 -0.6383
26 H -2.7952 0.0899 -2.0990
27 H -0.6345 -0.9700 -2.6617
28 H 0.1723 -0.0753 -1.3439
29 H 0.3883 2.2883 -1.6132
30 H -1.7219 3.4467 -1.1425
31 H -2.5603 2.5109 -2.4128
32 H -3.1944 2.7109 0.3693
33 H -4.0607 1.3437 -0.3612
34 H -2.9621 -0.1853 1.2802
35 H -3.8973 1.0710 2.0784
36 H -0.9448 1.4537 1.5133
37 H -1.9411 2.2975 2.7016
38 H -2.1513 -0.0134 3.8912
39 H -0.5913 0.8186 3.9739
40 H -0.3485 -1.6115 3.4622
41 H -1.2630 -1.3630 1.9532
42 H 0.1206 -3.0317 1.5039
43 H 1.2444 -4.2833 -0.2673
44 H 2.9423 -3.1939 -1.6786
45 H 4.5957 -0.1908 -0.9561
46 H 4.2663 -1.3688 -2.2328
47 H 3.3589 0.1435 -2.1644

Its HOMO energy is -8.31 eV. The LUMO energy comes out at 0.94 eV.

=====

(A) wins, 1.208 eV ahead of the next structure.